(1)
130
Properties=species:S:1:pos:R:3:mulliken_charge:R:1 method="wB97M-V/def2-TZVPD" charge=0
C 3.89163 8.72876 1.39392 -0.43
C 3.00606 10.01472 1.87596 -0.56
C 2.10177 10.48411 0.63087 -0.52
C 0.52340 10.49246 0.92756 -0.87
C -0.03560 9.07256 1.49595 -0.42
C -0.48380 8.06710 0.31375 -0.82
C 0.48059 6.75291 0.22012 0.90
C -0.13418 5.52227 1.05408 -0.81
C 0.01663 4.08854 0.34560 -0.72
Si 1.85439 3.68844 -0.15969 0.77
S 3.01487 4.31172 1.58062 -0.27
C 1.89630 1.78405 -0.36046 0.04
C 1.23066 1.07359 0.93431 0.10
O 0.18049 0.42147 0.90715 -0.48
F 1.93678 1.18722 2.19220 -0.17
O 2.12952 4.61791 -1.57957 0.11
Si 3.65791 4.44006 -2.33899 0.26
C 4.29959 2.66422 -2.55310 0.04
I 3.46646 1.37521 -4.14581 0.09
C 5.30668 2.01826 -1.76680 -0.30
C 5.98915 2.76177 -0.53866 -0.63
I 5.96041 -0.04878 -2.16504 0.11
P 3.26568 5.12295 -4.45598 -0.07
O 1.87104 4.26826 -5.05773 -0.44
Br 2.55553 7.28820 -4.45627 -0.23
S 5.18002 5.87879 -1.64193 0.81
O 5.41068 5.83450 -0.15340 -0.55
O 4.78096 7.31922 -1.94826 -0.55
C 6.80144 5.63929 -2.60908 0.53
F 6.99993 6.76606 -3.46858 -0.20
F 6.75320 4.50194 -3.44274 -0.16
F 7.93410 5.64845 -1.73572 -0.18
H 4.16401 8.04696 2.27049 0.24
H 3.27908 8.16022 0.60765 -0.24
H 4.86304 9.07071 0.89584 0.32
H 2.39899 9.76699 2.81792 0.34
H 3.73462 10.85824 2.16930 0.35
H 2.33983 9.88807 -0.32528 0.21
H 2.40093 11.57795 0.40715 0.35
H -0.02034 10.75304 -0.04965 0.36
H 0.31341 11.31135 1.69728 0.32
H -0.91490 9.35434 2.18618 0.36
H 0.73206 8.53337 2.15838 0.28
H -1.58681 7.75775 0.41310 0.32
H -0.36617 8.66765 -0.66817 0.35
H 1.46231 7.04355 0.73437 -0.74
H 0.58998 6.54329 -0.90030 0.08
H -1.27233 5.72590 1.12986 0.39
H 0.23156 5.47027 2.14405 0.21
H -0.57027 4.13860 -0.65300 0.31
H -0.42949 3.29845 1.03645 0.37
H 3.26491 5.67323 1.51618 -0.03
H 2.93642 1.32272 -0.45106 0.20
H 1.28493 1.40817 -1.25227 0.37
H 6.80395 3.50161 -0.89533 0.15
H 5.27597 3.24203 0.20912 0.07
H 6.57463 1.95689 0.05224 0.42
H 1.27685 4.94754 -5.46470 0.30
C 2.81589 -6.21082 5.05453 -0.63
O 3.75329 -5.41870 4.34218 -0.38
C 3.42730 -5.27498 2.95788 -0.74
C 3.05197 -3.82485 2.64799 -0.54
N 1.76364 -3.47665 3.24687 0.26
C 1.46777 -2.04282 3.20684 -0.67
C 2.38072 -1.10534 4.00999 -0.56
O 2.27949 -1.27374 5.42129 -0.47
C 3.10565 -2.29563 5.95640 -0.56
H 3.20603 -6.37396 6.06103 0.24
H 1.85381 -5.69750 5.13796 0.24
H 2.68008 -7.18443 4.57402 0.34
H 2.63938 -5.96804 2.64484 0.32
H 4.33170 -5.52867 2.39457 0.40
H 2.99350 -3.69161 1.56242 0.36
H 3.85318 -3.18413 3.03237 0.33
H 1.75677 -3.77552 4.21572 -0.01
H 0.44731 -1.92472 3.58734 0.31
H 1.44664 -1.71441 2.15987 0.38
H 2.04917 -0.08474 3.81173 0.24
H 3.42613 -1.14776 3.68380 0.37
H 4.03738 -2.41581 5.39665 0.28
H 2.55922 -3.24077 5.99437 0.20
H 3.35476 -2.02527 6.98490 0.32
C -5.13804 -7.38513 2.17369 -0.82
O -4.79782 -6.69438 0.98217 -0.29
C -5.04611 -5.28729 1.05860 -0.91
C -3.72763 -4.51335 1.02947 -0.08
N -2.97801 -4.70351 2.27219 -0.26
C -1.60288 -4.20362 2.20913 -0.67
C -0.64225 -4.88823 1.22725 -0.24
O -0.33138 -6.23602 1.57150 -0.40
C -1.26255 -7.19696 1.09979 -0.56
H -5.03974 -8.45586 1.98441 0.25
H -4.45963 -7.11657 2.98831 0.33
H -6.17257 -7.17876 2.46467 0.34
H -5.64819 -5.02049 1.93341 0.45
H -5.62444 -5.02223 0.16872 0.42
H -3.93830 -3.44774 0.89445 0.39
H -3.15504 -4.86505 0.16448 0.12
H -2.94667 -5.69280 2.49179 0.15
H -1.18578 -4.31084 3.21621 0.24
H -1.62617 -3.12693 1.99759 0.38
H 0.30743 -4.34577 1.27387 0.07
H -0.97592 -4.81643 0.18588 0.29
H -1.72205 -6.90348 0.15186 0.27
H -2.03033 -7.37993 1.85496 0.17
H -0.72940 -8.13805 0.94681 0.32
C -5.67267 -3.44592 -7.22377 -0.73
O -6.83889 -3.92295 -6.57159 -0.34
C -7.03215 -5.33080 -6.72727 -0.80
C -6.86276 -6.04251 -5.38396 -0.17
N -5.46427 -6.02761 -4.95319 -0.33
C -5.27324 -6.46123 -3.56779 -1.08
C -5.88793 -5.59365 -2.46004 0.05
O -5.28509 -4.30900 -2.33412 -0.41
C -5.81613 -3.31795 -3.20020 -0.62
H -5.67279 -2.35594 -7.16342 0.24
H -4.76964 -3.81719 -6.73094 0.31
H -5.66831 -3.73394 -8.27943 0.34
H -6.37358 -5.75597 -7.49160 0.41
H -8.06372 -5.47005 -7.06741 0.39
H -7.19949 -7.07971 -5.48063 0.37
H -7.50632 -5.53626 -4.65625 0.18
H -5.09987 -5.08593 -5.04446 0.10
H -4.19145 -6.50224 -3.40071 0.42
H -5.64080 -7.49000 -3.46431 0.40
H -5.69898 -6.10235 -1.50903 0.13
H -6.97736 -5.50985 -2.54137 0.30
H -6.87839 -3.47128 -3.40916 0.31
H -5.24531 -3.28604 -4.13086 0.17
H -5.69770 -2.34647 -2.71534 0.30

***

(2)
10
Properties=species:S:1:pos:R:3:nbo_charge:R:1 method="wB97M-V/def2-TZVPD" charge=+1 de_lowest_kcal_mol=85.3
C 1.36356 0.25183 -0.79413 0.06
C -0.68958 1.05042 -0.44735 0.31
C 0.24665 -0.02463 0.03860 0.36
C -0.13856 -1.10673 0.87757 -0.74
N 1.42008 0.95189 -1.71868 0.07
O -0.36986 1.72108 -1.41544 -0.28
H -1.51786 1.24155 0.24763 0.21
H 0.30758 -2.00247 0.30897 0.36
H -1.21201 -1.10266 1.25154 0.31
H 0.59002 -0.98029 1.65128 0.35

***

(3)
49
Properties=species:S:1:pos:R:3:nbo_charge:R:1 method="wB97M-V/def2-TZVPD" charge=+1 de_lowest_kcal_mol=23.3
K 8.33931 3.91008 13.63038 0.94
C 7.70706 7.72563 14.40999 0.78
O 8.13435 6.75235 13.78054 -0.71
N 6.98829 7.56173 15.55838 -0.84
N 7.90490 8.99930 14.01840 -0.83
H 6.89655 6.59695 15.81322 0.42
H 6.69388 8.34810 16.10409 0.39
H 7.38585 9.63698 14.59570 0.38
H 8.55625 9.25481 13.30352 0.42
C 5.87936 1.69734 12.60045 0.78
O 6.17446 2.21144 13.68338 -0.70
N 5.87045 0.34218 12.48870 -0.84
N 5.59623 2.33152 11.45237 -0.83
H 5.90095 -0.12426 11.59806 0.38
H 5.99669 -0.30092 13.24770 0.41
H 5.74584 3.32378 11.56806 0.41
H 5.68621 1.89136 10.55710 0.40
C 11.64651 4.00085 12.77432 0.78
O 10.92248 4.79246 13.36322 -0.69
N 12.61929 4.27560 11.87632 -0.85
N 11.63938 2.64962 12.98373 -0.86
H 13.27399 3.64684 11.45868 0.40
H 12.83570 5.25608 11.77039 0.40
H 12.02463 2.07950 12.25687 0.38
H 10.99769 2.26277 13.66695 0.43
C 8.04613 4.66168 17.09793 0.77
O 7.66187 4.11312 16.03871 -0.74
N 7.60173 4.29814 18.29696 -0.82
N 8.92987 5.67926 17.03056 -0.82
H 7.87189 4.80504 19.11970 0.40
H 6.93484 3.54689 18.32011 0.42
H 9.30098 6.03355 17.89670 0.39
H 9.53128 5.66358 16.22031 0.43
C 8.10648 5.19923 10.04351 0.80
O 8.04179 4.48218 11.02947 -0.70
N 7.01288 5.77670 9.47075 -0.84
N 9.25184 5.68416 9.45816 -0.86
H 6.17359 5.53083 9.97659 0.40
H 6.93498 6.13333 8.53917 0.40
H 10.07879 5.67581 10.03391 0.41
H 9.33455 6.06034 8.53570 0.40
C 9.15405 0.69462 15.35540 0.79
O 9.70915 1.68198 14.85679 -0.74
N 9.67950 -0.54762 15.28649 -0.84
N 8.13475 0.86718 16.24042 -0.83
H 10.54892 -0.43987 14.78574 0.42
H 9.31618 -1.31693 15.81140 0.41
H 7.93901 0.05367 16.79428 0.38
H 7.69932 1.76432 16.37627 0.44

***

Number 1: F_max 7.82 eV Å⁻¹, highest occupied orbital energy -8.32 eV, DFT total energy -206187.6869 eV. Number 2: F_max 4.73 eV Å⁻¹, highest occupied orbital energy -16.29 eV, DFT total energy -7736.7429 eV. Number 3: F_max 2.98 eV Å⁻¹, highest occupied orbital energy -11.93 eV, DFT total energy -53105.9629 eV.